Entry from the OMol25 dataset: a molecular structure, C32H30N3O2PRu in a non-equilibrium geometry (the ωB97M-V functional and the def2-TZVPD basis).

Summary:
Highest occupied orbital energy (alpha / beta): -18.882 / -19.877 eV
Orbital gap (alpha / beta): 6.44 / 4.30 eV
Molar mass: 620.66 g/mol
<S²>: 6.05
ΔE to the lowest compared entry with this formula, charge and spin: 0.0 kcal per mole

```
! wB97M-V def2-TZVPD RIJCOSX def2/J DEFGRID3
* xyz 4 5
Ru -0.4723 1.3848 -0.0983
P 0.3793 -0.8465 -0.1081
O -3.1060 0.2841 -1.0810
O -1.0266 1.1180 2.8723
N 0.6882 1.1006 -3.0649
N -4.5040 2.1810 1.8335
N 2.4910 2.1048 0.7569
C -0.7545 1.1515 1.7490
C -0.0993 3.5876 -1.5579
C 2.1679 -1.6630 1.9428
C -0.0127 3.6382 0.8537
C -5.2283 2.0097 2.7231
C -0.1060 1.0893 -3.9224
C 0.6220 3.8236 -0.3931
C 1.8558 -2.2479 -2.1471
C 0.6625 -1.6381 -1.7513
C 1.9683 -2.8749 -3.3951
C 3.4437 -1.7580 2.5046
C -0.3843 -4.7203 0.9823
C -2.0617 0.6457 -0.7283
C -0.3561 -2.4252 -3.8161
C -0.4416 -2.3228 0.6295
C -1.6842 -2.2528 1.2815
C -2.2580 -3.4359 1.7665
C -0.4512 -1.7671 -2.5917
C 4.3901 -0.6048 0.6136
C -1.4338 3.7027 0.8988
C -1.4427 3.1581 -1.4564
C -1.0185 1.1556 -5.0401
C 0.2144 -3.5552 0.5057
C 2.9840 2.3156 1.7875
C 0.8622 -2.9643 -4.2436
C -6.1632 1.7835 3.8161
C 1.9975 -1.0351 0.7008
C -1.6250 -4.6668 1.6109
C 3.7157 2.6525 2.9849
C -2.1501 3.4536 -0.2561
C 4.5597 -1.2239 1.8535
C 3.1210 -0.5072 0.0480
H -3.2185 -3.3817 2.2677
H 0.3974 3.7152 -2.5180
H 1.1976 -3.6042 0.0233
H 0.1321 -5.6615 0.8567
H 3.7512 1.7960 3.6734
H 1.6669 4.1136 -0.4895
H -0.4564 1.3760 -5.9624
H -1.9293 3.9016 1.8517
H 5.2518 -0.2157 0.0700
H -3.2439 3.4429 -0.2562
H 3.2267 3.5097 3.4679
H 2.9237 -3.3246 -3.6833
H 2.9908 -0.0490 -0.9344
H -5.7338 2.1421 4.7616
H 1.3143 -2.1094 2.4626
H -1.2430 -2.5358 -4.4400
H 0.9366 -3.4857 -5.2081
H -2.1779 -1.2797 1.3990
H -2.0972 -5.5749 1.9808
H 0.5524 3.6527 1.7899
H -7.1031 2.3194 3.6163
H -1.7420 1.9713 -4.8813
H 4.7462 2.9370 2.7133
H 3.5770 -2.2906 3.4500
H 5.5627 -1.3278 2.2852
H -6.3765 0.7107 3.9093
H -1.4083 -1.3661 -2.2675
H -1.5623 0.2068 -5.1713
H -2.0031 2.8350 -2.3401
H 2.7247 -2.2537 -1.4907
*
```



Entry from the OMol25 dataset: 5 unconnected molecules or ions with the total composition C32H30N4O11 in a non-equilibrium geometry (the ωB97M-V functional and the def2-TZVPD basis).

Summary:
Highest occupied orbital energy: -9.952 eV
SMILES: O=[N+]([O-])c1ccccc1.O=[N+]([O-])c1ccccc1.O=[N+]([O-])c1ccccc1.O=[N+]([O-])c1ccccc1.CCCCC1=CC(=O)OC1=O
Orbital gap: 9.12 eV
Molar mass: 646.61 g/mol

```
! wB97M-V def2-TZVPD RIJCOSX def2/J DEFGRID3
* xyz 0 1
O 6.0417 2.6663 3.5548
O 3.4221 2.1298 -4.5909
O 7.1092 0.5641 2.9902
O -3.3187 -0.8430 -3.0774
O -1.7247 -1.9741 -2.1484
O -1.1463 -0.1786 3.7167
O -4.8241 -8.8117 -0.9694
O 3.6529 2.5540 3.9823
O -3.0099 0.3753 4.6680
O -6.3830 -7.7270 -2.0047
O 2.4101 0.2132 -4.6085
N -5.2342 -7.8526 -1.6069
N -1.8125 0.5228 4.4645
N -2.7523 -1.3124 -2.0993
N 2.4211 1.4283 -4.4787
C -2.7050 -1.5481 0.3589
C 4.6288 2.6966 3.2324
C 0.2242 1.8380 4.9143
C 0.8669 2.8941 5.5478
C -4.7150 -5.6630 -2.6256
C -1.8427 2.4337 6.0310
C -2.0494 -5.8991 -1.8349
C 3.6823 0.1180 -0.5304
C 0.0021 1.3270 -3.9921
C -1.1909 3.4870 6.6640
C -3.2546 -1.2860 1.6091
C -5.0664 -0.0756 0.5683
C -4.5228 -0.3300 -0.6860
C -0.0824 4.1017 -3.7067
C -1.1941 1.9583 -3.6691
C -3.3408 -1.0618 -0.7827
C -2.4731 -4.7808 -2.5471
C 5.9082 2.1227 1.2948
C -1.1298 1.6179 5.1546
C -4.2828 -6.7835 -1.9191
C 1.1545 2.0925 -4.1634
C 6.4937 1.5888 2.6881
C 1.1190 3.4786 -4.0271
C 4.7120 0.6096 -1.6597
C -2.9545 -6.9057 -1.5155
C -3.8035 -4.6600 -2.9383
C -1.2347 3.3420 -3.5241
C -4.4305 -0.5490 1.7129
C 6.5386 1.8517 -0.1501
C 0.1603 3.7189 6.4183
C 5.4391 2.0064 -1.3345
C 4.7233 2.8659 1.6445
H 4.7314 2.8678 -1.1021
H 0.0205 0.2483 -4.1022
H 6.0426 2.2826 -2.2790
H -5.0258 0.0472 -1.5695
H -0.1208 5.1801 -3.5952
H 0.6644 4.5471 6.9071
H 5.5367 -0.1682 -1.8840
H -2.6120 -7.7719 -0.9603
H 6.8993 0.7676 -0.1843
H 4.1711 -0.5202 0.2896
H 3.1602 0.9925 -0.0014
H -1.7364 4.1308 7.3456
H -5.9845 0.4957 0.6553
H -4.1287 -3.7845 -3.4909
H 2.0102 4.0812 -4.1636
H 2.9275 -0.5756 -1.0494
H -2.8959 2.2657 6.2270
H -1.7641 -4.0012 -2.7993
H -2.1692 3.8311 -3.2664
H -1.7881 -2.1230 0.2917
H 4.0326 3.4269 0.9241
H -5.7480 -5.5586 -2.9388
H -1.0116 -5.9872 -1.5312
H 7.4402 2.5377 -0.3551
H -2.7649 -1.6527 2.5038
H -2.0956 1.3710 -3.5271
H -4.8528 -0.3415 2.6912
H 0.7866 1.2039 4.2379
H 1.9195 3.0773 5.3595
H 4.1241 0.7691 -2.6580
*
```